This record from the OMol25 dataset describes C25H33AlCl4FMgN3O4S as an isolated structure in a non-equilibrium geometry. The level of theory is ωB97M-V/def2-TZVPD.

Last column: Löwdin charge in e.
Cartesian coordinates (Å):
O  4.8068  2.4798  2.3266  -0.33
S  3.7907  1.8599  1.5259  0.70
O  4.3513  1.0940  0.4424  -0.34
C  2.8293  0.8547  2.6594  -0.18
C  1.3142  0.9040  2.5359  -0.22
C  0.5996  0.1541  3.5204  0.03
C  -0.7562  0.1398  3.5070  0.01
C  -1.5016  0.8564  2.5503  -0.18
C  -2.9148  0.8819  2.4879  0.03
C  -3.5103  1.6343  1.5355  -0.05
N  -2.7867  2.3521  0.6269  0.08
C  -1.4589  2.3259  0.6294  -0.08
C  -0.7774  1.5902  1.5895  -0.31
C  0.6452  1.5955  1.5843  -0.05
H  3.0504  2.8671  0.9907  0.08
H  3.0715  1.2459  3.6514  0.12
H  3.1909  -0.1748  2.6520  0.13
H  1.1777  -0.3742  4.2672  0.14
H  -1.2988  -0.4193  4.2614  0.13
H  -3.4790  0.2954  3.2104  0.12
H  -4.5887  1.6762  1.4804  0.13
H  -3.2603  2.9077  -0.0654  0.13
H  -0.8754  2.8741  -0.0976  0.14
H  1.1273  2.1582  0.7985  0.10
O  3.1811  -2.0311  -3.3186  0.03
C  2.5749  -2.2690  -2.2972  -0.34
C  2.7829  -0.8612  -1.1526  -0.29
O  2.1536  -1.1359  -0.1345  -0.03
H  2.9029  -3.1970  -1.6569  -0.10
H  1.4753  -2.3978  -2.3670  0.15
H  2.4413  -0.0042  -1.7658  0.14
H  3.8805  -0.7295  -1.0857  0.12
C  -6.7284  -3.4956  4.4622  -0.01
C  -5.9787  -3.3595  5.6356  -0.03
C  -5.3706  -2.1525  5.9244  -0.07
C  -5.5223  -1.0739  5.0555  -0.07
C  -6.2844  -1.2120  3.8887  -0.09
C  -6.8862  -2.4160  3.5903  -0.05
H  -7.1986  -4.4721  4.2310  0.07
H  -5.8737  -4.2006  6.3072  0.12
H  -4.7801  -2.0454  6.8245  0.11
H  -5.0502  -0.1262  5.2868  0.10
H  -6.4010  -0.3709  3.2155  0.10
H  -7.4697  -2.5274  2.6864  0.12
N  1.4207  -0.7635  -6.7819  0.09
C  1.4638  -1.7376  -5.8812  -0.13
C  0.8547  -2.9784  -6.0535  -0.06
C  0.1635  -3.2133  -7.2273  -0.06
C  0.1034  -2.1990  -8.1761  -0.21
C  0.7494  -0.9980  -7.9027  -0.25
H  2.0156  -1.5041  -4.9800  0.08
H  0.9246  -3.7383  -5.2866  0.10
H  -0.3221  -4.1643  -7.4040  0.12
H  -0.4233  -2.3538  -9.1066  -0.01
H  0.7375  -0.1698  -8.6118  0.05
N  -3.6354  5.3569  -1.0526  0.33
H  -4.0293  4.7986  -1.8176  0.17
H  -4.0825  5.0976  -0.1698  0.16
H  -2.6269  5.1942  -0.9927  0.16
H  -3.8058  6.3521  -1.2375  0.17
Al  -1.7384  -0.4740  -9.2306  0.70
F  -7.8069  -5.8408  4.7685  -0.30
Cl  -1.1676  1.9928  -8.0727  -0.42
Cl  -0.7489  -0.3480  -0.2090  -0.05
Cl  10.1048  2.8034  1.4856  0.55
C  8.9550  2.2938  0.2260  -0.67
C  7.7899  1.5275  0.7978  -0.68
Cl  8.2749  -0.0750  1.4197  0.53
H  9.4991  1.7045  -0.5082  0.07
H  8.5931  3.1991  -0.2593  0.07
H  7.0468  1.3499  0.0225  0.05
H  7.3118  2.0700  1.6086  0.05
Mg  3.7832  -4.8837  -1.3671  1.04

Calculated values
E_LUMO = -10.211 eV
Total charge = +2
Orbital gap = 1.183 eV
Energy = -4217.89796 Ha

=====

This record from the OMol25 dataset describes C25H33ClN2PbSi2 as an isolated structure. The level of theory is ωB97M-V/def2-TZVPD.

Last column: natural (NBO) charge in e.
Cartesian coordinates (Å):
Pb  -0.0560  1.2095  0.8359  0.95
C  1.7740  4.6248  0.6524  -1.11
Si  1.6269  3.0449  1.6331  1.21
C  1.4789  3.4249  3.4461  -1.12
C  3.1786  1.9878  1.3507  -0.45
C  4.3731  2.5923  1.7693  -0.19
C  5.6009  1.9602  1.6609  -0.21
C  5.6673  0.6840  1.1237  -0.21
C  4.5030  0.0638  0.7031  -0.15
C  3.2498  0.6861  0.8026  -0.49
Si  1.8543  -0.3793  0.1178  1.33
C  1.7693  -2.0407  0.9259  -1.14
C  2.0176  -0.4943  -1.7241  -1.13
H  2.6208  5.2092  1.0225  0.24
H  0.8750  5.2338  0.7648  0.24
H  1.9316  4.4322  -0.4095  0.24
H  2.2382  4.1541  3.7405  0.23
H  1.6095  2.5188  4.0380  0.25
H  0.4949  3.8340  3.6805  0.25
H  4.3459  3.5887  2.1995  0.20
H  6.5009  2.4589  1.9971  0.21
H  6.6178  0.1741  1.0344  0.21
H  4.5777  -0.9368  0.2870  0.19
H  2.6883  -2.6003  0.7326  0.24
H  0.9258  -2.6111  0.5294  0.26
H  1.6435  -1.9433  2.0050  0.26
H  2.9837  -0.9463  -1.9664  0.24
H  1.9832  0.4939  -2.1856  0.25
H  1.2321  -1.1097  -2.1565  0.25
C  -3.5034  -1.9364  2.1240  -0.59
C  -2.0715  -2.4083  1.8753  -0.44
C  -1.8557  -2.9575  0.4902  -0.01
C  -1.7654  -4.3262  0.2835  -0.21
C  -1.5802  -4.8542  -0.9862  -0.22
C  -1.4919  -3.9984  -2.0680  -0.21
C  -1.5844  -2.6156  -1.9107  -0.04
C  -1.4570  -1.7621  -3.1572  -0.43
C  -2.6960  -1.8051  -4.0535  -0.59
C  -1.7744  -2.1041  -0.6148  0.11
N  -1.8047  -0.6991  -0.3826  -0.50
C  -2.7015  -0.0011  -0.9578  0.14
C  -2.6410  1.4343  -0.9725  0.06
C  -3.4761  2.3325  -1.6120  -0.26
C  -2.8997  3.6072  -1.4566  -0.32
C  -1.7564  3.4330  -0.6982  -0.03
N  -1.5917  2.1188  -0.4046  -0.62
H  -3.5916  -1.4938  3.1164  0.22
H  -4.2068  -2.7682  2.0539  0.20
H  -3.8025  -1.1783  1.3982  0.20
H  -1.8211  -3.1915  2.5945  0.20
H  -1.3862  -1.5782  2.0572  0.24
H  -1.8367  -4.9855  1.1408  0.21
H  -1.5017  -5.9242  -1.1267  0.21
H  -1.3357  -4.3993  -3.0634  0.21
H  -0.6027  -2.1310  -3.7306  0.21
H  -1.2324  -0.7275  -2.9017  0.22
H  -2.9807  -2.8345  -4.2757  0.21
H  -2.5112  -1.2917  -4.9976  0.21
H  -3.5505  -1.3257  -3.5749  0.20
H  -3.5172  -0.4711  -1.5128  0.18
H  -4.3818  2.0813  -2.1415  0.22
H  -3.2722  4.5448  -1.8340  0.22
H  -1.0563  4.1725  -0.3440  0.20
Cl  -1.0684  0.7300  3.0328  -0.51

Calculated values
E_LUMO = 0.207 eV
Relative energy (zero: lowest compared OMol25 entry of this formula, charge and spin) = 0.0 kJ/mol
Orbital gap = 7.870 eV
Energy = -2314.03764 Ha

=====

This record from the OMol25 dataset describes C25H33CuN3O3PS4SbTe as an isolated structure in a non-equilibrium geometry. The level of theory is ωB97M-V/def2-TZVPD.

Last column: Löwdin spin population.
Cartesian coordinates (Å):
Cu  0.5808  -0.1046  0.1202  0.08
S  -4.3124  -0.4716  -1.2610  0.00
Sb  -2.1393  -0.5181  -1.8940  0.00
S  -0.9740  -2.3201  -0.6839  0.01
S  -1.0233  1.5368  -1.0232  0.00
S  -1.8031  -0.7857  -4.1320  0.00
C  -6.7373  2.5977  6.7435  0.00
C  -5.6386  2.1160  5.8293  0.00
C  -4.3061  2.4094  6.0802  0.00
C  -3.2966  1.9646  5.2294  0.01
C  -1.8697  2.3660  5.5197  0.01
C  -3.6080  1.1909  4.1048  0.15
Te  -1.9389  0.5408  2.6788  0.24
N  0.0428  -0.2206  1.9150  0.36
C  0.9149  -0.4182  2.8932  0.03
O  0.7646  -0.1953  4.1197  0.02
C  2.2584  -0.9738  2.4622  0.02
C  2.3560  -2.0394  1.5704  0.00
C  3.6016  -2.5187  1.1929  0.00
C  4.7587  -1.9409  1.6949  0.00
C  4.6635  -0.8920  2.5987  0.00
C  3.4189  -0.4199  2.9874  0.00
C  -2.5456  -1.4616  3.1058  0.00
C  -3.1013  -2.1852  2.0585  0.00
C  -3.4756  -3.5111  2.2154  0.00
C  -3.3110  -4.1232  3.4461  0.00
C  -2.7952  -3.3939  4.5078  0.00
C  -2.4103  -2.0628  4.3655  0.00
C  -1.8882  -1.3129  5.5580  0.00
C  -4.9543  0.9172  3.8260  0.02
C  -5.3906  0.1434  2.6088  0.00
C  -5.9429  1.3785  4.6945  0.01
H  -6.3247  3.1351  7.5984  0.00
H  -7.3285  1.7585  7.1165  0.00
H  -7.4179  3.2692  6.2147  0.00
H  -4.0460  3.0033  6.9526  0.00
H  -1.7674  2.7499  6.5369  0.00
H  -1.5552  3.1510  4.8268  0.00
H  -1.1835  1.5302  5.3788  0.01
H  1.4513  -2.4961  1.1855  0.00
H  3.6742  -3.3439  0.4934  0.00
H  5.7299  -2.3064  1.3832  0.00
H  5.5640  -0.4402  2.9993  0.00
H  3.3275  0.3883  3.7023  0.00
H  -3.2650  -1.7066  1.1007  0.00
H  -3.8886  -4.0538  1.3739  0.00
H  -3.5882  -5.1621  3.5874  0.00
H  -2.6860  -3.8671  5.4785  0.00
H  -1.7430  -1.9836  6.4073  0.00
H  -2.5939  -0.5301  5.8487  0.00
H  -0.9363  -0.8425  5.3079  0.00
H  -4.6411  0.1698  1.8225  0.00
H  -6.3149  0.5556  2.1996  0.00
H  -5.5736  -0.9050  2.8586  0.00
H  -6.9835  1.1605  4.4663  0.00
N  1.5843  2.1909  -3.2509  0.00
C  1.7761  0.8454  -3.8185  0.00
P  2.6318  -0.1911  -2.5531  0.00
O  4.0940  0.0926  -2.6205  0.00
O  1.9951  0.0173  -1.1886  0.00
C  2.3466  -1.9212  -3.1402  0.00
N  2.5235  -2.8301  -1.9919  0.00
H  1.4238  2.8811  -3.9725  0.00
H  2.4112  2.4678  -2.7324  0.00
H  -0.0775  1.6759  -1.9746  0.00
H  2.4203  0.8335  -4.7074  0.00
H  0.8122  0.4192  -4.1001  0.00
H  3.0891  -2.0935  -3.9275  0.00
H  1.3535  -2.0494  -3.5789  0.00
H  3.1530  -2.4148  -1.3133  0.00
H  2.9062  -3.7242  -2.2688  0.00
H  0.1282  -2.4151  -1.4580  0.00

Calculated values
⟨S²⟩ = 0.77
2S+1 = 2
E_LUMO (spin up / spin down) = 3.991 / 3.900 eV
Total charge = -2
Orbital gap (spin up / spin down) = 6.143 / 6.119 eV
Energy = -5445.47009 Ha

=====

Which formula does entry 3 have?
C25H33CuN3O3PS4SbTe